[1]
39
Properties=species:S:1:pos:R:3:forces:R:3:lowdin_charge:R:1 method="wB97M-V/def2-TZVPD" s_squared=0.791 spin_multiplicity=2 e_tot_ev=-177327.37658 total_charge=+2 relative_energy_kj_mol=0.0
Co 0.53095 -0.84863 0.49069 0.31 -0.11 0.24 0.404
F -2.48109 -4.66228 -3.84602 -0.01 0.02 0.00 0.162
C -2.21787 -4.04934 -2.70532 0.01 -0.07 0.02 -0.171
C -1.03501 -3.34075 -2.55371 0.04 0.01 0.02 -0.169
F -0.15653 -3.25299 -3.54205 -0.02 0.00 0.01 0.153
C -0.81840 -2.70459 -1.35080 -0.01 0.03 -0.06 -0.220
F 0.35034 -1.96964 -1.20926 -0.03 -0.03 0.01 -0.025
C -1.68122 -2.72164 -0.27442 0.03 0.03 0.02 -0.537
S -1.26920 -1.90474 1.22206 -0.09 0.03 -0.06 0.774
C -2.86627 -3.43021 -0.46550 -0.04 0.01 -0.02 -0.239
F -3.76156 -3.49114 0.51162 0.00 -0.01 0.00 0.123
C -3.13199 -4.08956 -1.65919 0.00 -0.03 0.00 -0.147
F -4.26433 -4.75162 -1.81029 0.01 0.01 0.00 0.168
N 3.01020 -0.19423 2.15243 -0.03 -0.07 0.00 0.148
C 1.85240 0.27830 2.74710 0.01 0.06 0.00 -0.251
C 1.93974 0.82708 4.02938 0.01 0.00 -0.02 0.028
C 0.81261 1.34173 4.61883 0.00 0.00 0.00 -0.004
C -0.39336 1.31688 3.91734 -0.01 0.00 0.00 -0.020
C -0.41306 0.73796 2.67963 -0.01 -0.02 0.00 -0.135
N 0.68655 0.19777 2.09480 0.01 -0.03 0.01 -0.003
C 3.31118 -0.19100 0.80159 0.02 0.01 -0.01 -0.258
C 4.64704 -0.08181 0.40635 -0.01 0.01 0.01 0.028
C 4.94506 -0.05233 -0.93326 0.00 0.00 0.00 -0.005
C 3.90944 -0.12167 -1.86778 0.00 0.00 0.00 -0.022
C 2.63004 -0.25279 -1.40542 0.00 0.02 0.00 -0.091
N 2.32061 -0.30764 -0.08631 0.01 -0.03 -0.02 0.030
H 3.81957 -0.16171 2.75307 0.00 -0.01 0.00 0.154
H 2.89730 0.85703 4.53139 0.00 0.00 0.00 0.132
H 0.86698 1.77464 5.60846 0.00 0.00 0.00 0.133
H -1.30121 1.72386 4.33638 0.00 0.00 0.00 0.126
H -1.32999 0.65680 2.11564 0.00 0.00 0.00 0.073
H 5.42371 -0.00578 1.15521 0.00 0.00 0.00 0.131
H 5.97302 0.03690 -1.25754 0.00 0.00 0.00 0.132
H 4.10189 -0.08727 -2.92947 0.00 0.00 0.00 0.125
H 1.79914 -0.33475 -2.09176 0.00 0.00 0.00 0.114
Cl -5.34473 0.90742 -1.51682 0.00 0.01 0.02 0.402
Ge -3.54904 0.16461 -2.13714 0.01 -0.20 0.05 -0.063
Cl -3.41627 -1.04027 -3.78431 0.00 0.06 -0.03 0.434
Cl -1.84210 0.56841 -1.05670 -0.21 0.26 -0.17 0.388



[2]
49
Properties=species:S:1:pos:R:3:forces:R:3:lowdin_charge:R:1 method="wB97M-V/def2-TZVPD" s_squared=2.035 spin_multiplicity=3 e_tot_ev=-40544.63729 total_charge=+2 relative_energy_kj_mol=88.8
Mo -0.04954 -0.68208 -1.08905 0.24 0.52 1.51 0.604
H -1.30068 -1.55375 -0.33911 -0.12 0.33 0.44 0.021
H -1.57671 -0.60441 -0.43008 -0.57 -0.17 -0.13 -0.001
P -0.27420 -3.05973 -1.66493 0.10 -2.10 -0.34 0.707
P -0.30573 1.56717 -1.67758 -0.80 2.34 -0.47 0.668
C 1.08355 2.57324 -1.08385 0.28 -0.06 0.25 -0.237
H 1.00214 3.61064 -1.43317 -0.05 -0.26 0.01 0.076
H 1.08105 2.54507 0.00893 0.03 0.26 -0.39 0.012
H 2.02428 2.14859 -1.45172 -0.04 0.15 0.07 0.061
C -0.25981 1.92004 -3.44458 -0.13 -0.21 -0.26 -0.247
H -1.12045 1.44127 -3.92147 0.15 0.17 -0.07 0.055
H -0.28385 3.00640 -3.59945 0.02 -0.28 -0.05 0.070
H 0.66054 1.50483 -3.87077 -0.15 0.14 -0.07 0.058
C -1.74465 2.48346 -1.06509 -0.15 -0.10 -0.05 -0.220
H -1.78523 2.42053 0.02636 0.00 0.13 -0.25 0.032
H -1.66335 3.53194 -1.37557 -0.10 -0.21 0.05 0.071
H -2.65512 2.03369 -1.47542 0.09 0.17 0.05 0.066
C -0.06642 -3.50097 -3.41919 0.03 0.46 -0.13 -0.243
H -0.12048 -4.58945 -3.56158 0.02 0.33 0.15 0.071
H -0.85693 -3.00969 -3.99663 0.16 -0.15 -0.02 0.053
H 0.90643 -3.13358 -3.76441 -0.16 -0.12 -0.08 0.055
C 1.00253 -4.09708 -0.86190 0.18 0.16 0.19 -0.257
H 0.90881 -4.03888 0.22912 -0.02 -0.07 -0.20 0.057
H 0.90555 -5.14572 -1.17420 -0.06 0.31 0.04 0.070
H 2.00128 -3.73373 -1.12873 -0.15 -0.15 -0.01 0.049
C -1.79251 -3.99283 -1.21765 -0.19 0.48 0.08 -0.239
H -2.66402 -3.54505 -1.70968 0.13 -0.11 0.08 0.059
H -1.71302 -5.04636 -1.52186 0.14 0.38 0.01 0.069
H -1.95033 -3.95348 -0.13299 0.04 -0.01 -0.19 0.056
C 1.60351 -1.17749 -0.04592 4.98 -3.05 4.45 -0.203
O 2.45489 -1.60256 0.65078 -3.52 2.08 -3.17 0.125
H -1.23519 -0.76673 -2.28164 -0.41 -0.02 -0.50 -0.007
C 2.46533 2.38760 4.11749 1.35 -0.23 -1.07 0.004
C 2.92231 1.98342 2.85513 0.14 0.31 0.82 0.009
C 2.01901 1.46234 1.94151 -0.48 -0.67 -0.84 -0.013
C 0.65451 1.25184 2.22965 0.12 0.37 0.82 -0.178
C -0.23405 0.64373 1.28971 0.89 -0.64 -0.57 -0.047
C -1.54769 0.56682 1.72305 -1.80 -0.07 0.91 -0.113
C -2.04687 1.01654 2.97941 -0.08 -0.75 -1.81 0.006
C -1.18043 1.57851 3.88650 1.04 0.49 0.57 0.047
C 0.18837 1.69947 3.54819 0.37 -0.39 -1.29 -0.131
C 1.13054 2.25400 4.44001 -1.12 -0.02 0.30 0.052
H 3.18661 2.79200 4.81800 -0.21 0.01 0.07 0.133
H 3.97665 2.05185 2.58351 -0.32 0.12 0.16 0.134
H 2.33310 1.18566 0.92541 0.15 0.10 0.66 0.096
H -2.24935 0.11748 1.02329 -0.28 0.27 0.59 0.073
H -3.11032 0.91174 3.19031 0.28 0.02 0.00 0.132
H -1.50388 1.96010 4.85570 -0.08 -0.18 -0.24 0.143
H 0.77978 2.58360 5.41614 0.06 -0.07 -0.11 0.142



[3]
120
Properties=species:S:1:pos:R:3:forces:R:3:lowdin_charge:R:1 method="wB97M-V/def2-TZVPD" spin_multiplicity=1 e_tot_ev=-148656.80943 relative_energy_kj_mol=0.0
C -3.65128 -0.59514 4.63842 -0.69 0.33 0.00 -0.247
S -3.09545 -1.70635 3.35363 -0.21 -0.16 0.07 0.773
O -2.65159 -2.96048 4.01645 0.33 -0.10 0.13 -0.542
C -4.72088 -2.08494 2.66161 0.80 0.21 -0.20 -0.232
H -4.38894 -1.11234 5.25460 0.04 -0.06 -0.02 0.067
H -4.14907 0.23534 4.12760 0.02 0.03 0.13 0.031
H -2.85354 -0.22625 5.27992 0.19 -0.12 -0.28 0.034
H -4.49566 -2.87576 1.94688 -0.17 -0.07 0.01 0.051
H -5.06978 -1.19406 2.14045 -0.36 -0.04 0.19 0.016
H -5.36649 -2.44632 3.45636 -0.15 0.08 -0.03 0.064
C -1.15639 2.99263 4.27937 -0.26 -0.32 -0.14 -0.278
S -2.50022 4.17883 4.22910 0.12 0.07 -0.03 0.798
O -2.04359 5.34688 5.01399 -0.04 0.39 0.38 -0.552
C -2.33463 4.66594 2.49426 0.57 -0.36 -0.23 -0.261
H -1.44857 2.12092 3.68754 0.19 0.01 -0.01 0.026
H -1.05327 2.69002 5.31995 0.00 0.09 0.01 0.042
H -0.22118 3.40654 3.90750 -0.02 0.08 -0.02 0.066
H -3.31594 4.86180 2.07382 0.01 -0.02 -0.10 0.030
H -1.78902 3.87569 1.97085 -0.41 -0.08 -0.20 0.031
H -1.69912 5.54851 2.42865 -0.13 0.14 0.32 0.061
C 1.75691 -5.46109 0.37681 -0.38 1.36 1.33 -0.259
S 0.47899 -5.16570 -0.85371 0.52 -1.16 0.32 0.823
O 0.49815 -3.70020 -1.04384 0.05 0.67 -0.30 -0.560
C 1.41022 -5.93675 -2.19318 -0.61 0.40 -0.44 -0.258
H 1.47850 -4.72259 1.14338 0.00 -0.05 -0.08 0.036
H 2.72173 -5.10172 0.02146 0.10 -0.47 -0.21 0.053
H 1.74722 -6.38515 0.94850 0.10 -0.44 -0.67 0.060
H 2.35075 -5.41281 -2.35088 0.05 0.00 0.12 0.040
H 0.77700 -5.81556 -3.07320 0.15 -0.16 -0.11 0.050
H 1.55719 -6.99280 -1.97794 0.00 -0.01 0.07 0.058
C 3.83754 4.24079 -0.97067 0.58 -0.17 -0.07 -0.262
S 2.24353 4.93409 -0.56782 -0.05 0.17 0.23 0.829
O 1.44358 4.92734 -1.81251 -0.23 0.01 -0.50 -0.557
C 1.70702 3.56376 0.46224 1.11 -0.02 0.50 -0.267
H 3.74101 3.40722 -1.66856 -0.23 -0.01 0.07 0.037
H 4.33595 3.88835 -0.06593 -0.03 0.10 0.02 0.062
H 4.44797 5.01109 -1.43893 -0.07 0.08 0.04 0.053
H 0.63168 3.55191 0.59251 -0.05 -0.02 -0.06 0.039
H 2.21082 3.76729 1.41311 -0.36 -0.04 0.17 0.059
H 2.15319 2.62714 0.12460 -0.50 -0.14 -0.30 0.043
C -5.51897 2.84965 0.37492 -0.65 -0.75 -0.49 -0.240
S -4.75989 2.12788 1.84299 -0.27 -0.86 -0.63 0.823
O -5.69991 1.02382 2.21309 -0.18 0.23 0.64 -0.563
C -3.44753 1.24320 0.99613 1.51 1.06 -0.10 -0.262
H -4.83426 2.99819 -0.45775 0.16 0.51 0.25 0.034
H -6.16770 3.68825 0.61222 0.34 0.25 0.07 0.052
H -6.18792 2.04258 0.05349 0.05 0.01 0.06 0.059
H -2.60722 1.15520 1.69080 -0.20 -0.35 0.21 0.023
H -3.03349 1.88788 0.21415 -0.17 -0.15 -0.16 0.030
H -3.70286 0.26825 0.59227 -0.49 0.07 0.08 0.061
C -0.46136 -1.39143 6.69737 -0.30 -0.73 0.24 -0.269
S 1.26850 -1.03891 6.49638 -0.07 0.11 0.26 0.808
O 1.77017 -1.92976 5.42268 0.18 -0.26 -0.39 -0.548
C 1.11001 0.56874 5.73625 -0.28 -0.50 -0.43 -0.268
H -0.84006 -0.76258 7.50300 -0.18 0.03 -0.08 0.058
H -0.49105 -2.43890 7.00833 -0.03 0.11 0.21 0.058
H -1.06024 -1.36177 5.78400 0.32 0.35 -0.04 0.028
H 2.12355 0.73950 5.38066 -0.04 0.63 0.14 0.056
H 0.67963 1.29984 6.41620 0.42 0.14 0.14 0.053
H 0.46202 0.46018 4.86505 0.09 0.02 -0.07 0.019
C -0.00702 -0.03005 0.13625 0.28 -0.37 0.25 -0.232
S 1.02246 -0.15716 1.61004 0.36 -0.03 -0.41 0.823
O 0.50485 0.86825 2.56539 -0.34 0.41 0.14 -0.571
C 0.46774 -1.72743 2.19192 -0.20 -0.54 0.48 -0.243
H -1.01532 0.14071 0.48794 -0.25 0.22 -0.03 0.028
H 0.01340 -0.96382 -0.42885 0.19 0.04 -0.07 0.052
H 0.39535 0.79171 -0.44959 -0.28 0.05 -0.11 0.021
H -0.61137 -1.75356 2.35543 0.02 0.15 -0.26 0.015
H 0.93589 -1.89393 3.16587 0.17 0.00 -0.08 0.037
H 0.76979 -2.49918 1.48314 0.00 0.04 -0.05 0.034
C -2.67150 -2.24018 -2.31799 1.02 0.00 0.11 -0.284
S -3.86800 -1.78821 -3.55569 -0.25 0.47 0.36 0.798
O -4.04302 -2.99344 -4.39189 -0.09 -0.45 -0.50 -0.557
C -5.29022 -1.77520 -2.43193 0.28 0.18 0.25 -0.251
H -1.75328 -2.45900 -2.86854 -0.10 -0.14 -0.05 0.050
H -2.96000 -3.13179 -1.76204 -0.20 0.03 -0.04 0.064
H -2.39462 -1.41335 -1.66159 -0.38 0.11 -0.01 0.029
H -5.58036 -2.82067 -2.34083 -0.10 0.01 0.08 0.056
H -6.10362 -1.15986 -2.80624 -0.01 -0.11 -0.22 0.043
H -4.96160 -1.37194 -1.47297 -0.10 -0.04 0.03 0.033
C -2.51177 2.89959 -4.43658 0.58 -0.34 -0.17 -0.251
S -2.32539 2.41131 -2.72324 -0.59 0.86 0.51 0.776
O -1.83134 1.01920 -2.70679 0.40 -0.71 0.00 -0.558
C -0.96457 3.51479 -2.32705 0.12 -0.44 -0.40 -0.273
H -3.51138 2.62095 -4.75190 -0.03 0.20 -0.20 0.047
H -1.76080 2.32137 -4.98196 -0.13 -0.13 0.00 0.064
H -2.24567 3.94387 -4.57857 -0.47 0.17 0.09 0.055
H -0.42545 3.07579 -1.49212 -0.14 0.09 0.14 0.021
H -1.36110 4.49838 -2.08999 0.07 0.05 0.07 0.061
H -0.27500 3.56805 -3.16739 0.07 0.08 0.04 0.055
C 3.86117 1.27344 -4.48666 0.82 -0.46 -0.11 -0.030
C 3.38049 0.17148 -3.54729 -0.51 0.21 0.07 -0.510
C 2.87845 -0.98229 -4.41239 -0.29 -0.58 -0.62 -0.145
C 2.52343 -2.22520 -3.61166 -0.04 -0.09 0.37 -0.167
C 3.74757 -2.65554 -2.80593 -0.25 0.12 -0.27 -0.136
C 4.39410 -1.54884 -1.97968 0.35 -0.10 1.55 -0.517
N 4.48630 -0.31922 -2.73670 0.69 -0.36 -1.51 -0.097
O 5.16593 0.71882 -2.05640 -0.53 0.03 0.56 -0.010
C 3.65368 -1.41400 -0.63020 -0.94 -0.14 0.32 -0.040
C 5.80833 -2.02986 -1.64588 0.56 0.14 -0.52 -0.043
C 2.18819 0.70408 -2.72312 0.34 0.50 0.51 -0.007
H 3.04596 1.63037 -5.11275 -0.09 0.23 0.19 0.090
H 4.62043 0.85646 -5.15747 -0.06 -0.02 0.00 0.088
H 4.36719 2.06415 -3.93549 -0.38 0.23 -0.03 0.071
H 2.02773 -0.61687 -4.99582 -0.15 -0.01 0.24 0.122
H 3.58622 -1.28407 -5.19462 0.41 0.26 0.32 0.124
H 2.25129 -3.06418 -4.25752 -0.09 0.16 -0.14 0.113
H 1.65616 -2.05710 -2.96555 0.10 0.06 0.07 0.099
H 4.48847 -3.04879 -3.50915 0.03 -0.01 0.05 0.123
H 3.49004 -3.44482 -2.09549 0.02 -0.10 -0.11 0.099
H 2.58494 -1.60229 -0.78974 0.03 0.11 0.12 0.054
H 3.96108 -2.15010 0.11982 0.18 -0.18 -0.31 0.085
H 3.74830 -0.46157 -0.10694 0.19 0.20 -0.43 0.072
H 6.36886 -2.19046 -2.57395 -0.01 0.04 0.05 0.089
H 6.36831 -1.31074 -1.04533 -0.12 -0.03 0.15 0.081
H 5.79256 -2.97683 -1.10789 -0.13 0.01 0.06 0.086
H 1.27106 0.70467 -3.31090 -0.08 0.01 0.09 0.090
H 2.37832 1.72753 -2.37522 -0.01 0.01 -0.28 0.068
H 2.04793 0.15009 -1.79885 -0.18 -0.33 -0.22 0.044
H 6.09472 0.51055 -2.19209 0.05 0.10 -0.18 0.097